Computed, not measured: a molecular structure, C52H55BrNO2P2PtSi2 at a distorted geometry, with wB97M-V/def2-TZVPD.

- ΔE to the lowest compared entry with this formula, charge and spin: 0.0 kcal per mole
- LUMO level (alpha / beta): 0.087 / 0.087 Ha
- ⟨S²⟩: 2.010
- Calculated total energy: -168027.17528 eV
- Maximum force: 0.08726 hartree/bohr

Structure (ORCA input):
```
! RIJCOSX wB97M-V def2-TZVPD def2/J DEFGRID3
* xyz -1 3
Pt 12.19 15.34 9.86
C 12.05 14.77 13.58
Si 13.01 15.39 12.13
C 14.64 14.44 12.30
C 14.99 13.72 13.44
C 16.02 12.79 13.40
C 16.73 12.60 12.22
C 16.44 13.35 11.09
C 15.46 14.35 11.15
P 15.28 15.51 9.78
C 14.76 14.62 8.29
C 14.92 13.24 8.13
C 14.59 12.65 6.90
C 14.03 13.42 5.89
C 13.83 14.79 6.05
C 14.26 15.38 7.22
C 17.01 15.85 9.46
C 17.73 16.48 10.48
C 19.11 16.65 10.38
C 19.79 16.11 9.30
C 19.10 15.36 8.35
C 17.72 15.26 8.40
C 13.21 17.23 12.37
C 13.54 17.70 13.65
C 13.61 19.06 13.92
C 13.43 19.98 12.91
C 13.20 19.54 11.62
C 13.04 18.18 11.34
P 12.63 17.70 9.67
C 13.94 18.62 8.70
C 13.65 19.26 7.47
C 14.54 20.17 6.91
C 15.75 20.43 7.51
C 16.09 19.77 8.69
C 15.18 18.91 9.29
C 11.14 18.54 9.08
C 10.60 18.09 7.88
C 9.63 18.82 7.22
C 9.18 20.01 7.77
C 9.70 20.47 8.96
C 10.67 19.74 9.64
H 12.46 15.10 14.56
H 12.01 13.66 13.56
H 11.00 15.13 13.54
H 14.47 13.90 14.39
H 16.28 12.24 14.30
H 17.52 11.85 12.17
H 16.96 13.16 10.15
H 15.30 12.62 8.93
H 14.73 11.59 6.75
H 13.74 12.95 4.95
H 13.39 15.38 5.25
H 14.28 16.48 7.32
H 17.21 16.84 11.36
H 19.63 17.17 11.18
H 20.86 16.26 9.21
H 19.67 14.85 7.56
H 17.18 14.69 7.64
H 13.76 16.98 14.44
H 13.84 19.38 14.93
H 13.46 21.04 13.15
H 13.15 20.23 10.78
H 12.69 19.09 6.97
H 14.27 20.66 5.98
H 16.45 21.14 7.07
H 17.08 19.91 9.15
H 15.45 18.46 10.25
H 10.97 17.14 7.47
H 9.22 18.46 6.27
H 8.41 20.60 7.26
H 9.39 21.44 9.39
H 11.04 20.09 10.61
C 9.55 13.31 10.99
Si 9.73 14.86 10.01
C 8.70 16.15 11.06
C 7.73 16.95 10.19
C 7.87 15.45 12.11
C 9.62 17.14 11.77
C 8.93 14.34 8.30
C 7.79 13.36 8.57
C 9.96 13.60 7.46
C 8.40 15.47 7.42
H 8.51 13.11 11.28
H 10.16 13.37 11.92
H 9.92 12.44 10.39
H 6.96 16.30 9.72
H 8.23 17.50 9.38
H 7.19 17.67 10.81
H 7.12 14.73 11.70
H 7.31 16.22 12.68
H 8.46 14.86 12.84
H 10.29 17.69 11.12
H 10.24 16.63 12.52
H 9.00 17.88 12.33
H 8.16 12.46 9.08
H 7.32 13.03 7.63
H 6.98 13.77 9.22
H 10.53 12.87 8.05
H 10.71 14.26 7.01
H 9.46 13.05 6.62
H 7.55 16.01 7.87
H 8.05 15.06 6.45
H 9.20 16.22 7.22
Br 10.27 8.34 7.50
C 11.58 8.98 8.67
C 12.56 8.12 9.19
N 13.45 8.61 10.03
C 13.43 9.89 10.38
C 12.51 10.87 9.88
C 11.57 10.32 9.03
C 12.55 12.27 10.34
O 12.90 12.56 11.51
O 12.19 13.22 9.46
H 12.63 7.07 8.94
H 14.19 10.16 11.09
H 10.74 10.91 8.61
*
```

Here are the Mulliken charges for atoms 1 to 99, given in e:
1 Pt 2.899
2 C -1.178
3 Si 0.462
4 C 0.002
5 C -0.037
6 C -0.808
7 C -1.134
8 C -0.941
9 C 0.236
10 P 0.628
11 C 0.686
12 C 0.008
13 C -0.511
14 C -0.927
15 C -0.350
16 C -0.550
17 C 0.838
18 C -0.478
19 C -0.739
20 C -0.576
21 C -0.717
22 C -0.354
23 C 0.569
24 C -0.976
25 C -0.858
26 C -1.250
27 C -0.544
28 C 0.559
29 P 1.498
30 C 0.279
31 C -0.231
32 C -0.644
33 C -0.775
34 C -0.679
35 C -0.666
36 C 0.697
37 C -1.133
38 C -0.832
39 C -0.889
40 C -0.678
41 C -0.266
42 H 0.584
43 H 0.288
44 H 0.062
45 H 0.247
46 H 0.379
47 H 0.359
48 H 0.512
49 H 0.192
50 H 0.435
51 H 0.297
52 H 0.431
53 H 0.032
54 H 0.320
55 H 0.407
56 H 0.362
57 H 0.362
58 H 0.447
59 H 0.297
60 H 0.395
61 H 0.366
62 H 0.725
63 H 0.307
64 H 0.424
65 H 0.355
66 H 0.409
67 H 0.473
68 H 0.917
69 H 0.348
70 H 0.345
71 H 0.369
72 H 0.373
73 C -0.818
74 Si -0.667
75 C 3.312
76 C -2.076
77 C -2.038
78 C -1.613
79 C 3.244
80 C -2.081
81 C -1.738
82 C -1.797
83 H 0.696
84 H -0.042
85 H -0.210
86 H 0.420
87 H 0.150
88 H 0.568
89 H 0.295
90 H 0.510
91 H 0.308
92 H 0.049
93 H -0.372
94 H 0.648
95 H 0.367
96 H 0.541
97 H 0.135
98 H -0.233
99 H 0.159